1.
C34H59Br22N3O2 | the ωB97M-V functional and the def2-TZVPD basis

Computed properties:
- HOMO: -8.63 eV
- M: 2299.75 g mol⁻¹
- Structure (SMILES): NCCCc1cc(CN)cc2c1C(=O)NC2=O.BrCCBr.BrCCBr.BrCCBr.BrCCBr.BrCCBr.BrCCBr.BrCCBr.BrCCBr.BrCCBr.BrCCBr.BrCCBr
- 2S+1: 1
- Electronic energy: -1585705.055 eV
- Orbital gap: 7.248 eV
- Charge: 0

Last column: Mulliken charge in e.
Cartesian coordinates (Å):
N 3.091 -4.634 1.420  -0.609
C 2.726 -5.267 0.088  0.212
C 3.310 -4.409 -1.215  -0.307
C 2.094 -3.420 -1.697  -0.434
C 2.150 -1.899 -1.087  0.803
C 3.620 -1.133 -0.878  -1.042
C 3.727 0.423 -0.279  0.472
C 5.237 1.034 -0.082  0.289
N 5.365 2.520 -0.335  -0.636
C 2.317 1.222 0.069  -0.311
C 0.898 0.430 -0.148  0.118
C 0.766 -1.101 -0.717  -0.010
C -0.816 -1.529 -0.793  0.104
O -1.442 -2.596 -1.295  -0.560
N -1.576 -0.368 -0.117  -0.064
C -0.664 0.856 0.108  0.097
O -1.014 2.088 0.497  -0.562
H 2.330 -4.025 1.796  0.229
H 3.998 -4.124 1.346  0.251
H 1.535 -5.300 0.038  -0.210
H 3.198 -6.345 0.024  -0.052
H 4.285 -3.862 -0.863  0.190
H 3.647 -5.138 -2.094  0.315
H 2.203 -3.313 -2.879  0.346
H 1.014 -3.874 -1.528  0.139
H 4.633 -1.699 -1.153  0.101
H 5.940 0.495 -0.880  0.367
H 5.663 0.734 0.992  -0.203
H 5.219 2.963 0.619  0.158
H 6.391 2.704 -0.545  0.313
H 2.328 2.314 0.489  0.039
H -1.979 -0.735 0.797  0.270
Br 5.929 0.017 3.506  -0.138
C 7.792 0.594 3.536  -0.606
C 7.914 2.024 4.010  -0.572
Br 7.412 3.279 2.604  -0.123
H 8.192 0.435 2.531  0.369
H 8.289 -0.087 4.233  0.355
H 8.954 2.264 4.248  0.339
H 7.287 2.248 4.878  0.386
Br -7.069 -2.745 1.403  -0.197
C -5.400 -1.903 0.845  -0.409
C -4.233 -2.852 0.992  1.025
Br -3.682 -3.009 2.856  -0.136
H -5.292 -0.987 1.433  0.429
H -5.553 -1.639 -0.206  0.259
H -3.354 -2.466 0.467  -0.589
H -4.448 -3.863 0.636  -0.393
Br -4.035 -3.965 -6.580  -0.174
C -3.069 -2.842 -5.310  -0.442
C -3.365 -3.250 -3.885  -0.003
Br -5.118 -2.608 -3.318  -0.088
H -3.339 -1.806 -5.530  0.164
H -2.011 -2.996 -5.543  0.413
H -2.655 -2.784 -3.196  -0.239
H -3.356 -4.333 -3.732  0.437
Br 2.301 -9.545 -2.564  -0.125
C 1.834 -9.477 -0.671  -0.514
C 0.399 -9.047 -0.478  -0.639
Br 0.200 -7.122 -0.728  -0.026
H 2.556 -8.814 -0.187  0.287
H 1.983 -10.498 -0.306  0.365
H 0.075 -9.234 0.550  0.353
H -0.297 -9.532 -1.167  0.367
Br 1.650 3.854 2.396  0.003
C 0.084 3.960 3.554  -0.434
C 0.238 3.068 4.764  -0.602
Br -0.067 1.197 4.305  -0.154
H -0.785 3.711 2.939  0.409
H 0.024 5.010 3.854  0.095
H -0.521 3.304 5.515  0.398
H 1.228 3.127 5.224  0.359
Br -9.622 -2.439 -2.111  -0.121
C -10.318 -2.674 -3.918  -0.533
C -9.209 -2.990 -4.894  -0.609
Br -8.196 -1.387 -5.354  -0.111
H -10.871 -1.764 -4.168  0.354
H -11.018 -3.511 -3.846  0.329
H -9.621 -3.347 -5.843  0.338
H -8.492 -3.723 -4.515  0.335
Br 4.977 6.685 1.897  -0.126
C 3.493 7.734 1.188  -0.439
C 3.161 7.323 -0.228  -0.232
Br 4.452 8.052 -1.495  -0.165
H 3.773 8.787 1.280  0.429
H 2.653 7.526 1.857  0.231
H 2.197 7.739 -0.534  0.001
H 3.147 6.239 -0.374  0.294
Br 7.223 7.442 5.735  -0.118
C 6.171 9.053 5.414  -0.454
C 5.038 9.173 6.407  -0.589
Br 3.572 7.969 5.954  -0.114
H 5.835 9.013 4.374  0.233
H 6.876 9.881 5.532  0.333
H 4.602 10.175 6.376  0.333
H 5.335 8.943 7.435  0.362
Br -4.023 -7.669 3.527  -0.139
C -5.507 -6.620 2.817  -0.247
C -5.839 -7.032 1.402  -0.623
Br -4.548 -6.303 0.134  -0.113
H -5.227 -5.567 2.910  0.043
H -6.347 -6.829 3.486  0.353
H -6.803 -6.616 1.096  0.331
H -5.853 -8.115 1.256  0.388
Br -5.608 1.221 -7.149  -0.107
C -3.939 2.063 -7.707  -0.572
C -2.773 1.114 -7.560  -0.591
Br -2.221 0.957 -5.696  -0.131
H -3.832 2.979 -7.119  0.364
H -4.092 2.327 -8.757  0.327
H -1.894 1.500 -8.085  0.354
H -2.988 0.103 -7.916  0.356
Br -1.272 7.652 3.422  -0.157
C -1.968 7.417 1.615  -0.616
C -0.859 7.101 0.638  -0.265
Br 0.154 8.704 0.179  -0.155
H -2.521 8.327 1.365  0.414
H -2.668 6.580 1.687  0.359
H -1.270 6.744 -0.310  0.414
H -0.142 6.368 1.017  0.032

---

2.
C33H28F2N4O7PS2Y | the ωB97M-V functional and the def2-TZVPD basis

Computed properties:
- HOMO: -1.90 eV
- M: 814.62 g mol⁻¹
- 2S+1: 1
- Electronic energy: -92410.571 eV
- Orbital gap: 5.958 eV
- Charge: -2

Last column: Mulliken charge in e.
Cartesian coordinates (Å):
Y -0.170 -0.109 0.093  -0.033
O -0.309 2.966 -5.652  -0.678
C -0.248 2.492 -4.542  0.210
C -1.212 2.757 -3.400  -0.067
O -2.115 3.576 -3.398  -0.762
C -0.819 1.833 -2.335  1.103
C 0.338 1.111 -2.709  0.485
O 0.846 0.238 -1.937  -0.604
C 0.800 1.519 -4.035  0.076
O 1.809 1.168 -4.622  -0.734
O -1.376 1.642 -1.205  -0.867
C -1.333 0.748 4.539  -0.891
C -2.706 0.528 4.628  -0.727
C -3.364 -0.029 3.542  -0.872
C -2.659 -0.325 2.369  0.946
C -1.290 -0.072 2.213  0.666
C -0.664 0.442 3.362  -0.672
C -3.394 -0.915 1.214  0.690
C -4.554 -1.715 1.428  -1.147
C -5.237 -2.215 0.368  -1.021
C -4.809 -1.916 -0.944  1.062
C -5.502 -2.354 -2.098  -0.829
C -5.055 -2.011 -3.341  -0.557
C -3.892 -1.218 -3.479  -0.756
C -3.199 -0.797 -2.382  0.019
C -3.639 -1.139 -1.080  -0.536
N -2.935 -0.682 0.003  0.481
H -0.795 1.166 5.385  0.372
H -3.253 0.787 5.528  0.315
H -4.435 -0.196 3.600  0.411
H 0.411 0.620 3.335  0.562
H -4.861 -1.940 2.439  0.432
H -6.111 -2.842 0.515  0.364
H -6.396 -2.958 -1.975  0.348
H -5.590 -2.342 -4.223  0.357
H -3.544 -0.941 -4.467  0.457
H -2.310 -0.190 -2.476  0.431
C 0.811 3.450 2.453  -1.553
P -0.077 2.771 0.983  1.939
C -1.787 3.278 1.432  -1.268
C 0.341 4.090 -0.226  -1.585
H 0.600 4.517 2.569  0.519
H 1.887 3.303 2.327  0.371
H 0.491 2.924 3.353  0.289
H -1.844 4.361 1.589  0.488
H -2.086 2.762 2.348  0.220
H -2.458 2.989 0.622  0.266
H 0.323 5.067 0.265  0.524
H -0.385 4.087 -1.039  0.392
H 1.335 3.902 -0.631  0.235
N 6.541 -2.568 -2.967  -0.634
C 5.768 -1.770 -2.101  1.223
C 6.181 -1.555 -0.788  -0.791
C 5.421 -0.766 0.062  -0.517
C 4.250 -0.181 -0.403  -0.555
C 3.841 -0.371 -1.721  -0.179
C 4.606 -1.155 -2.563  -0.941
S 3.224 0.733 0.703  1.120
O 4.048 1.043 1.851  -0.748
O 2.656 1.830 -0.031  -0.622
N 1.998 -0.233 1.102  0.843
C 2.166 -1.284 1.969  -0.037
S 3.596 -1.609 2.958  -0.091
C 2.807 -2.991 3.621  -0.279
C 1.568 -3.099 3.089  -0.895
N 1.207 -2.144 2.179  -0.082
H 7.043 -3.301 -2.492  0.217
H 6.007 -2.941 -3.736  0.239
H 7.099 -2.011 -0.432  0.272
H 5.742 -0.582 1.078  0.497
H 2.915 0.068 -2.081  0.302
H 4.279 -1.304 -3.587  0.326
H 3.287 -3.622 4.352  0.391
H 0.853 -3.872 3.339  0.372
F 1.093 -2.657 -0.788  -0.294
C -0.289 -2.338 -0.630  0.113
F -0.749 -2.226 -1.987  -0.323
H -0.736 -3.282 -0.300  0.204

---

3.
C14H26N6O6Sn | the ωB97M-V functional and the def2-TZVPD basis

Computed properties:
- HOMO: -6.19 eV
- M: 493.11 g mol⁻¹
- 2S+1: 1
- Electronic energy: -41987.488 eV
- Orbital gap: 3.740 eV
- Charge: 0

Last column: Mulliken charge in e.
Cartesian coordinates (Å):
O 2.478 1.580 -2.534  -0.856
H 3.423 1.933 -2.398  0.020
Sn 0.265 -0.095 -0.071  0.859
N -0.305 1.518 -1.385  1.124
N 0.619 1.727 0.992  0.518
N -0.652 -1.796 -0.957  0.529
N -0.136 -1.318 1.586  0.465
O -1.042 1.322 -2.381  -0.779
O -0.870 -2.103 -2.316  -0.547
O 0.075 -0.962 2.909  -0.517
O 0.953 1.682 2.251  -0.956
C 0.745 2.847 0.235  0.380
C 0.220 2.740 -1.066  0.474
C -0.814 -2.821 -0.109  0.256
C -0.529 -2.556 1.284  0.663
C 0.198 3.779 -2.114  -1.728
H 0.775 3.414 -2.970  0.274
H 0.634 4.715 -1.765  0.427
H -0.827 3.997 -2.434  0.283
C 1.376 4.051 0.821  -1.573
H 2.406 3.833 1.138  0.279
H 0.818 4.410 1.696  0.297
H 1.403 4.871 0.099  0.402
C -1.429 -4.060 -0.640  -1.703
C -0.700 -3.589 2.339  -1.672
H -1.360 -4.117 -1.732  0.458
H -2.498 -4.073 -0.391  0.343
H -0.970 -4.952 -0.204  0.417
H -0.662 -3.151 3.345  0.427
H 0.121 -4.315 2.247  0.348
H -1.649 -4.122 2.188  0.381
H -0.820 -1.262 -2.825  0.353
H 0.451 -0.035 2.800  0.495
C 2.313 -0.532 -0.293  -1.072
H 2.555 0.038 -1.178  0.240
H 2.457 -1.605 -0.428  0.338
H 2.831 -0.096 0.568  0.315
O 1.082 -0.177 -4.135  -0.654
H 1.621 0.658 -4.102  0.318
H 1.629 -0.774 -3.605  0.276
N -2.021 1.650 2.463  -0.247
C -2.859 0.952 1.636  0.711
C -4.249 0.823 1.985  -1.004
C -5.079 0.149 1.101  -0.265
C -4.560 -0.404 -0.072  -1.149
C -3.205 -0.251 -0.314  -0.064
N -2.353 0.351 0.532  0.219
H -1.136 2.077 2.172  0.098
H -2.437 2.045 3.301  0.210
H -4.611 1.329 2.885  0.334
H -6.145 0.070 1.290  0.387
H -5.144 -0.986 -0.770  0.443
H -2.757 -0.651 -1.222  0.426

---

- Which of these has the lowest M?
  C14H26N6O6Sn

---

- Number 1 is which compound?
  C34H59Br22N3O2

---

- The highest electronic energy belongs to which entry?
  C14H26N6O6Sn